# 1
C22H16Cl3CuF6N3O4PS2 as an isolated structure, computed with the ωB97M-V functional and the def2-TZVPD basis.

Results
**HOMO-LUMO gap**: 8.29 eV

```
58
C22H16Cl3CuF6N3O4PS2, DFT the ωB97M-V functional and the def2-TZVPD basis
Cu 0.00920 1.34145 0.35474
F 4.73055 0.69487 1.85707
C 3.68048 1.39908 2.28175
F 2.79354 0.54999 2.81253
F 4.08125 2.23982 3.22859
S 2.96204 2.28328 0.83283
O 2.43269 1.22225 0.00311
O 3.98868 3.11634 0.29644
N 1.79753 3.04589 1.60438
S 0.96713 4.15971 0.84104
O 1.67685 5.34179 0.48200
O 0.11022 3.54826 -0.16783
C -0.20833 4.65777 2.21757
F -0.32993 5.97904 2.22187
F -1.41557 4.12625 2.00482
F 0.21299 4.26341 3.41714
N -2.08705 1.44994 -1.06490
C -2.75642 0.21999 -0.88560
C -4.13948 0.15475 -0.75897
C -4.75835 -1.06319 -0.52657
C -4.00779 -2.22760 -0.43096
C -2.62888 -2.16268 -0.54875
C -1.98805 -0.94661 -0.76317
P -0.19177 -0.71607 -0.74135
C 0.26168 -0.60569 -2.50340
C -0.64298 -0.86917 -3.52810
C -0.26069 -0.72870 -4.85655
C 1.03055 -0.33471 -5.16779
C 1.93911 -0.07331 -4.14961
C 1.55698 -0.19803 -2.82496
C 0.49161 -2.29416 -0.17886
C 0.74779 -2.44160 1.18221
C 1.25338 -3.63392 1.67432
C 1.52044 -4.68318 0.80561
C 1.28166 -4.53864 -0.55370
C 0.76782 -3.34852 -1.04569
H -2.67950 2.26479 -0.98777
H -1.53929 1.51444 -1.91512
H -4.72579 1.06009 -0.85114
H -5.83515 -1.10265 -0.42813
H -4.49277 -3.17770 -0.25481
H -2.03706 -3.06436 -0.45058
H -1.65065 -1.19132 -3.29547
H -0.97455 -0.93115 -5.64386
H 1.32955 -0.22426 -6.20189
H 2.94561 0.24417 -4.38647
H 2.26251 0.04270 -2.04000
H 0.56242 -1.61437 1.85795
H 1.45285 -3.74050 2.73229
H 1.92559 -5.61092 1.18716
H 1.49835 -5.35244 -1.23285
H 0.58763 -3.23465 -2.10758
Cl -0.48918 -0.93350 5.12456
C -0.52512 0.81483 4.83327
Cl -1.89177 1.55213 5.67567
Cl 0.99507 1.55612 5.30536
C -0.72051 1.02162 3.39115
N -0.87713 1.17881 2.26700
```

# 2
A 2-piece molecular cluster, C2H8N3OS overall, computed with the ωB97M-V functional and the def2-TZVPD basis.

Results
**Total charge**: +1
**HOMO-LUMO gap (alpha / beta)**: 9.07 / 5.86 eV

```
15
C2H8N3OS, DFT the ωB97M-V functional and the def2-TZVPD basis
C 0.76300 -0.86996 -0.31877
C -0.12936 -2.03493 -0.62410
N 0.57579 0.14254 0.51285
N 1.26625 1.15450 0.71423
N -1.41878 -1.80811 -0.22068
O -0.64417 2.67532 0.71848
S -0.54607 4.04623 0.26700
H 1.77938 -1.11558 -0.53354
H 0.09133 -2.19495 -1.82086
H 0.16555 -2.92537 -0.09039
H 2.00848 1.38837 0.05649
H -0.30768 0.09068 1.14633
H -1.61213 -0.79699 -0.53219
H -2.21245 -2.32761 -0.56328
H 0.22084 4.57586 1.28844
```

# 3
C7H10 as an isolated structure, computed with the ωB97M-V functional and the def2-TZVPD basis.

Results
**HOMO-LUMO gap**: 9.55 eV

```
17
C7H10, DFT the ωB97M-V functional and the def2-TZVPD basis
C 1.64914 -1.10640 -0.06413
C 0.37472 -0.28689 -0.06114
C -1.02124 -0.86348 0.28070
C -1.07119 1.23796 -0.91833
C -1.10801 1.09372 0.54065
C 0.28385 0.78326 1.02569
C -0.11515 0.38660 -1.32852
H 1.78382 -1.64952 0.87990
H 1.70333 -1.81905 -0.89043
H 2.49830 -0.41699 -0.15404
H -0.94218 -1.82735 0.80858
H -1.78245 -1.01489 -0.46779
H -1.88280 1.69668 -1.47547
H -1.68664 1.85909 1.07338
H 0.18339 0.35981 2.03073
H 1.05563 1.56415 1.04052
H 0.07747 0.00328 -2.32030
```

We obtain energy above the lowest of the compared OMol25 structures with the same formula, charge and spin values of 10.4; 123.1; 85.4 kcal per mole for the records listed above, in that order.